# 1
{
  "formula": "C30H47N5W",
  "method": "ωB97M-V/def2-TZVPD",
  "total_charge": -2,
  "spin_multiplicity": 3,
  "s2": 2.01,
  "fmax_ev_per_a": 3.3,
  "e_lumo_ev": [4.131, 4.245],
  "symbols": ["W", "C", "C", "N", "H", "N", "H", "C", "C", "C", "C", "C", "C", "H", "H", "H", "H", "C", "H", "H", "H", "C", "C", "C", "H", "H", "H", "H", "H", "H", "C", "H", "H", "H", "C", "C", "H", "H", "C", "H", "C", "H", "H", "H", "H", "H", "C", "H", "C", "N", "H", "N", "H", "C", "C", "C", "H", "H", "H", "H", "H", "H", "C", "H", "H", "H", "C", "C", "H", "H", "C", "H", "C", "H", "H", "H", "H", "H", "C", "H", "C", "N", "C"],
  "xyz": [[-0.37947, -1.08186, 0.68497], [-2.43622, -4.60947, 0.28177], [-1.72611, -2.58260, 0.83358], [-1.41185, -3.90186, 0.84426], [-4.43651, -3.88634, -0.41038], [-2.98895, -2.49868, 0.34577], [-2.34345, -5.65668, 0.07428], [-0.08023, -0.71157, -1.41563], [0.38545, 0.51009, -1.99850], [0.40041, 0.71590, -3.39154], [-0.02227, -0.26073, -4.29197], [-0.54711, -1.42042, -3.74768], [-0.60675, -1.64289, -2.36354], [0.75119, 1.33775, -1.37646], [0.75753, 1.64952, -3.82633], [-0.92910, -2.13937, -4.47173], [-1.08201, -2.56365, -2.02277], [0.11228, -0.08045, -5.77928], [-0.21580, -0.98421, -6.29690], [1.15692, 0.09923, -6.05568], [-0.46682, 0.75485, -6.18657], [-0.04885, -4.29323, 1.20002], [-0.05184, -5.77510, 1.61592], [0.86096, -4.11170, -0.01939], [-0.32546, -6.44971, 0.78546], [0.96784, -6.04727, 1.92801], [-0.72926, -5.98236, 2.46074], [1.21587, -3.84451, 2.83931], [-0.36874, -3.09123, 3.01727], [1.09289, -3.04808, -0.25410], [0.41073, -3.32322, 2.28934], [0.38923, -4.55879, -0.91316], [1.82877, -4.59942, 0.18338], [0.91197, -2.39531, 1.86860], [-3.44792, -3.73294, 0.01192], [-4.00443, -0.88662, -1.17968], [-4.82909, -1.54439, -1.49984], [-4.33867, 0.16099, -1.25454], [-3.63321, -1.19067, 0.26974], [-2.97503, 0.72828, 0.78525], [-4.81365, -1.10860, 1.23693], [-4.50276, -1.52130, 2.21354], [-3.14675, -1.01828, -1.85591], [-1.79442, -0.19146, -0.13040], [-5.69505, -1.65118, 0.85676], [-5.07273, -0.03934, 1.35313], [-2.53022, -0.27722, 0.77049], [-2.24447, -0.43580, 1.82406], [3.50370, 3.82657, 1.58259], [3.18627, 2.77701, 0.74020], [2.31836, 5.65069, 2.00255], [1.63602, 4.23974, 0.49781], [4.34316, 3.74357, 2.25672], [3.62335, 1.39405, 0.90595], [4.84541, 1.09281, 0.07279], [3.85742, 1.07496, 2.36612], [5.78030, 1.56480, 0.40299], [5.00543, -0.00199, 0.11446], [4.63488, 1.38597, -0.96680], [3.08642, -0.57583, 0.42976], [2.42722, 0.58482, -0.74551], [2.94098, 1.17587, 2.95427], [2.59704, 0.42095, 0.32213], [4.65280, 1.67112, 2.84466], [4.16513, 0.02897, 2.46599], [1.65477, 0.39602, 0.86043], [2.50870, 4.74492, 1.47003], [-0.69324, 3.91406, 1.48063], [-0.57437, 4.35950, 2.47422], [-1.74545, 4.08224, 1.18587], [0.16735, 4.52377, 0.37342], [-1.37104, 4.05325, -1.03083], [-0.11787, 6.00729, 0.40750], [0.47887, 6.59003, -0.29087], [-0.58609, 2.82740, 1.60699], [-0.26356, 2.73665, -0.72901], [0.00589, 6.43613, 1.40508], [-1.17220, 6.13614, 0.14078], [-0.30735, 3.82075, -0.88171], [0.27224, 4.05750, -1.78042], [2.17039, 3.15587, -0.05557], [0.00970, 1.11883, 2.99157], [-0.05744, 0.16746, 2.29273]],
  "atomic_forces_ev_per_a": [[1.0, -0.4, -1.1], [-0.6, -0.5, -0.3], [1.3, 0.8, -0.1], [-0.3, -0.1, 0.0], [0.4, -0.1, 0.1], [-0.9, 0.2, 0.4], [-0.2, -0.2, 0.1], [-0.4, -0.1, 0.1], [0.0, 0.1, -1.0], [0.1, -0.1, 0.7], [0.0, 0.2, 0.2], [-0.2, -0.3, 0.3], [0.2, 0.3, -0.7], [-0.2, -0.5, -0.3], [0.1, 0.1, 0.3], [-0.1, -0.3, 0.3], [0.2, 0.0, 0.0], [0.1, 0.0, -0.1], [0.0, 0.0, -0.1], [0.0, 0.0, -0.1], [-0.1, 0.1, 0.1], [-0.4, -0.3, -0.5], [0.3, 0.1, 0.3], [0.5, -0.2, -0.5], [0.1, 0.3, 0.2], [-0.3, 0.0, -0.1], [0.1, 0.2, -0.3], [0.0, 0.4, -0.1], [0.1, 0.1, -0.2], [-0.4, -0.4, 0.1], [0.9, -0.7, 0.2], [0.3, 0.0, 0.3], [-0.3, 0.0, -0.2], [-0.2, -0.3, 0.4], [-0.2, -1.0, -0.5], [-0.3, 0.2, -0.1], [0.2, 0.2, 0.0], [0.0, -0.3, 0.0], [0.6, -0.7, 0.3], [0.2, 0.2, -0.2], [-0.2, 0.1, -0.1], [-0.2, 0.2, -0.4], [-0.2, 0.0, 0.3], [0.9, 0.3, 0.2], [0.2, 0.1, 0.2], [0.0, -0.5, 0.1], [-1.5, 1.9, 0.7], [-0.6, 0.0, -0.5], [-0.3, 0.0, 1.0], [0.3, 1.6, -0.1], [0.1, 0.3, 0.2], [0.2, 1.3, 0.6], [-0.2, 0.4, 0.0], [0.2, -0.6, -0.8], [1.0, -0.3, -0.4], [0.1, -0.1, 0.8], [-0.2, 0.2, 0.1], [0.1, 0.6, -0.2], [0.2, -0.1, 0.3], [-0.6, 0.5, 0.0], [0.1, 0.0, 0.4], [0.0, 0.1, -0.1], [0.6, -0.9, -0.1], [-0.2, -0.1, -0.3], [0.0, 0.1, -0.2], [0.0, 0.3, 0.1], [0.0, -0.6, 0.1], [-0.4, -0.6, 0.5], [0.3, 0.1, -0.1], [0.3, 0.0, 0.1], [0.3, -0.2, -0.1], [0.2, 0.2, -0.1], [-0.2, 0.5, -0.4], [0.1, 0.0, -0.2], [0.3, 0.3, -0.1], [0.0, 0.4, -0.1], [0.1, -0.1, 0.0], [0.1, 0.1, 0.0], [-0.5, -0.2, -0.6], [-0.1, 0.0, 0.2], [-1.6, -2.8, -0.6], [0.3, -1.0, -0.2], [-0.5, 1.8, 1.5]],
  "lowdin_charge": [0.86, -0.13, -0.30, -0.05, 0.10, -0.05, 0.06, -0.31, -0.16, -0.08, -0.35, -0.11, -0.17, 0.03, 0.09, 0.09, 0.07, -0.10, 0.06, 0.06, 0.06, -0.56, -0.31, -0.09, 0.02, 0.03, 0.02, 0.07, 0.08, 0.04, -0.09, 0.08, 0.07, 0.04, -0.10, -0.03, 0.07, 0.09, -0.56, 0.09, -0.05, 0.09, 0.08, 0.04, 0.07, 0.08, -0.23, 0.06, -0.07, -0.04, 0.09, -0.03, 0.10, -0.57, -0.07, -0.05, 0.07, 0.08, 0.09, 0.09, 0.06, 0.08, -0.09, 0.07, 0.09, 0.01, -0.05, -0.06, 0.08, 0.09, -0.55, 0.09, -0.06, 0.08, 0.04, 0.05, 0.07, 0.08, -0.07, 0.09, -0.03, -0.06, -0.47]
}

=====

# 2
{
  "formula": "C6H12N2",
  "method": "ωB97M-V/def2-TZVPD",
  "total_charge": 0,
  "fmax_ev_per_a": 1.3,
  "e_lumo_ev": 0.672,
  "symbols": ["C", "C", "C", "N", "C", "C", "C", "N", "H", "H", "H", "H", "H", "H", "H", "H", "H", "H", "H", "H"],
  "xyz": [[-0.98511, -0.43888, -1.49269], [-0.97538, -1.28523, 0.80253], [0.49452, 0.98681, 1.80006], [-0.26384, -0.50050, -0.21352], [1.37052, -0.68770, -0.20259], [0.49377, 0.77682, 0.30195], [0.47965, 1.88794, -0.50530], [2.01485, -1.18346, -1.14381], [1.52250, -1.63447, -1.91613], [-1.27080, -1.44849, -1.78640], [-1.87609, 0.18441, -1.39751], [-0.34302, -1.41962, 1.67497], [-0.33993, -0.02168, -2.26037], [-1.90454, -0.78842, 1.09013], [-1.19926, -2.26925, 0.38982], [1.03078, 0.19609, 2.32113], [-0.52015, 1.05857, 2.19548], [0.99658, 1.92896, 2.01346], [0.45509, 1.83399, -1.58253], [0.81987, 2.82410, -0.08868]],
  "atomic_forces_ev_per_a": [[0.1, 0.2, 0.2], [0.1, 0.2, -0.1], [0.1, -0.1, -0.1], [0.5, 0.3, -0.2], [0.6, -0.2, 0.2], [-1.2, 0.5, -0.1], [0.2, -0.6, 0.2], [-0.2, -0.1, -0.2], [-0.2, 0.0, 0.0], [0.0, 0.0, 0.1], [0.0, 0.0, 0.0], [0.0, 0.0, 0.0], [0.0, 0.0, 0.0], [0.0, 0.0, 0.0], [0.0, 0.1, 0.0], [0.0, 0.0, 0.0], [0.0, 0.0, 0.0], [0.0, 0.0, -0.1], [-0.1, 0.0, 0.0], [0.0, 0.0, 0.1]],
  "lowdin_charge": [-0.05, -0.04, -0.06, -0.25, -0.16, -0.45, 0.01, 0.09, 0.04, 0.09, 0.10, 0.09, 0.08, 0.10, 0.10, 0.07, 0.08, 0.08, 0.04, 0.05]
}

=====

# 3
{
  "formula": "C3H7N3OS",
  "method": "ωB97M-V/def2-TZVPD",
  "total_charge": 0,
  "fmax_ev_per_a": 4.7,
  "e_lumo_ev": 0.702,
  "smiles": "[H]/N=C(\\N)O/C(C)=N\\S",
  "symbols": ["H", "N", "C", "N", "O", "C", "C", "N", "S", "H", "H", "H", "H", "H", "H"],
  "xyz": [[-2.24120, -0.49815, 1.40695], [-1.41437, -0.01154, 0.98116], [-0.91385, -0.71378, 0.03937], [-1.54937, -1.90204, -0.28516], [0.26163, -0.57835, -0.51783], [0.97411, 0.55212, -0.23432], [0.16480, 1.83646, -0.31614], [2.17638, 0.41253, 0.12356], [2.76407, -1.19213, 0.12740], [-1.30411, -2.10605, -1.21295], [-2.61674, -1.74212, -0.27665], [-0.51659, 2.05840, -1.13181], [0.76471, 2.73589, -0.16304], [-0.42905, 2.03153, 0.65461], [3.87958, -0.88278, 0.80485]],
  "atomic_forces_ev_per_a": [[1.0, 0.7, -0.9], [0.1, 0.1, 0.5], [-3.2, -0.9, 3.3], [-2.3, 0.4, -0.5], [0.3, -0.3, -1.4], [-0.2, 1.4, 0.5], [0.2, 1.9, 2.8], [-0.2, 0.4, -0.4], [0.1, 0.1, 0.3], [0.3, -1.1, -1.6], [2.4, -0.5, 0.1], [0.1, -0.8, -0.3], [0.9, -0.3, -0.8], [0.5, -1.2, -1.6], [0.0, 0.0, -0.1]],
  "lowdin_charge": [0.08, 0.12, -0.60, 0.12, -0.01, -0.50, -0.04, -0.27, 0.77, 0.07, 0.14, 0.08, 0.07, 0.10, -0.15]
}